1.
Density functional theory data (wB97M-V/def2-TZVPD) for a structure of composition C4H7Cl.

Its relative energy (zero: lowest compared OMol25 entry of this formula, charge and spin) is 502.8 kJ/mol. The value obtained for the HOMO-LUMO gap is 10.292 eV. The calculation puts the HOMO energy at -9.6674 eV. As for the molar mass: 90.6 g/mol. The largest force on an atom is 5.912 eV/A.

Each line ends with the Löwdin charge.
Positions of all 12 atoms, in Å:
C -1.64 -0.33 0.11  -0.233
C -0.19 -0.60 0.07  -0.443
C 0.91 0.40 0.08  -0.737
C 1.82 0.89 -0.77  -0.064
H -1.71 0.75 0.87  0.142
H -2.38 -0.27 -1.07  0.130
H -2.31 -1.48 0.51  0.146
H 0.07 -1.35 -0.66  0.096
H -0.46 -1.31 1.02  0.135
H 2.14 0.77 -1.95  0.122
H 2.62 1.60 0.01  0.118
Cl 1.13 0.91 1.78  0.587


2.
Density functional theory data (wB97M-V/def2-TZVPD) for the molecule C4H7Cl.

Its SMILES is ClCC1CC1. Its relative energy (zero: lowest compared OMol25 entry of this formula, charge and spin) is 273.1 kJ/mol. The value obtained for the HOMO-LUMO gap is 10.778 eV. The calculation puts the HOMO energy at -9.8860 eV. As for the molar mass: 90.6 g/mol. The largest force on an atom is 6.721 eV/A.

Each line ends with the Löwdin charge.
Positions of all 12 atoms, in Å:
Cl 2.34 -0.60 0.05  0.414
C 1.20 0.92 -0.16  -0.421
C -0.30 0.43 -0.29  -0.479
C -0.80 -0.89 -0.64  -0.125
C -0.74 -0.31 0.81  -0.217
H 1.83 1.19 -1.16  0.086
H 1.37 1.60 0.85  0.133
H -0.93 1.41 -0.59  0.177
H -2.06 -1.27 -0.67  0.186
H -0.06 -1.62 -1.02  0.075
H -0.14 -0.75 1.51  0.058
H -1.71 -0.10 1.30  0.115


3.
Density functional theory data (wB97M-V/def2-TZVPD) for a structure of composition C4H7Cl3NS.

Its net charge is +1. Its relative energy (zero: lowest compared OMol25 entry of this formula, charge and spin) is 344.0 kJ/mol. The value obtained for the HOMO-LUMO gap (spin up / spin down) is 6.211 / 9.055 eV. The calculation puts the HOMO energy (spin up / spin down) at -11.6055 / -13.1684 eV. As for the molar mass: 207.5 g/mol. The largest force on an atom is 4.488 eV/A.

Each line ends with the Löwdin charge.
Positions of all 16 atoms, in Å:
C -1.61 -0.48 -0.37  -0.206
C -0.96 0.68 -1.11  -0.399
C -0.64 0.68 1.39  -0.465
C 2.66 0.13 -0.04  -1.429
N -0.71 -0.59 0.85  -0.120
S -0.92 1.92 0.27  0.986
Cl 3.72 0.10 1.33  0.635
Cl 1.79 -1.46 -0.31  0.666
Cl 3.20 0.74 -1.56  0.625
H -2.62 -0.29 0.16  0.167
H -1.60 -1.34 -1.03  0.125
H -0.04 0.35 -1.59  0.052
H -1.60 1.11 -2.02  0.146
H -0.05 0.76 2.22  0.055
H -1.07 -1.41 1.32  0.167
H 0.43 -0.91 0.46  -0.005


4.
Density functional theory data (wB97M-V/def2-TZVPD) for a cluster of 2 separate species, C4H7ClFNO in total.

Its relative energy (zero: lowest compared OMol25 entry of this formula, charge and spin) is 330.2 kJ/mol. The value obtained for the HOMO-LUMO gap (spin up / spin down) is 7.423 / 8.968 eV. The calculation puts the HOMO energy (spin up / spin down) at -7.7520 / -8.6737 eV. As for the molar mass: 139.6 g/mol. The largest force on an atom is 3.861 eV/A.

Each line ends with the Löwdin charge.
Positions of all 15 atoms, in Å:
C -0.04 1.00 -0.49  -0.296
C 0.85 -0.53 -2.05  -0.026
C 0.05 -1.35 0.23  0.013
C -0.93 1.26 2.17  -0.626
N 0.42 -0.18 -0.68  -0.153
O -0.27 1.97 -1.12  0.131
F -0.95 2.59 2.17  -0.101
Cl 0.04 0.72 3.56  0.520
H 0.59 -1.52 -2.26  0.063
H 0.54 0.19 -2.84  0.110
H 1.92 -0.55 -2.13  0.082
H -0.58 -2.04 -0.32  0.087
H 0.96 -1.80 0.51  0.072
H -0.58 -0.71 0.92  0.055
H -2.02 0.97 2.33  0.070